The following is a quantum chemistry calculation of a cluster of 6 separate species, C51H98Br2F5NO13 in total, from OMol25.

## Properties
- energy (eV) = -236233.725
- strongest force on any atom (eV/A) = 7.03
- Kohn-Sham gap (hartree) = 0.322
- SMILES = C#CCCC[C@@](F)(O[C@@](COCC)(C[C@H]1CO1)/C(Br)=C(\C)Br)[C@H](N(CC[C@H](C)CCC=C(C)C)C[C@H](C)F)C(F)(F)F.COCCOC.COCCOC.COCCOC.COCCOC.COCCOC
- HOMO (Ha) = -0.32495

CARTESIAN COORDINATES (ANGSTROEM)
C 0.1426 7.1289 0.0360
C 0.9050 6.5612 -0.8916
C 1.4220 6.0954 -2.3292
C 1.4726 4.4616 -2.5282
C 0.0974 3.7024 -2.2813
C 0.0571 2.3184 -1.4933
F -1.2154 2.3411 -0.7272
O 0.2093 1.1051 -2.1875
C -0.6340 0.7445 -3.2878
C -0.3459 -0.9086 -3.3361
O -0.8584 -1.5227 -4.5402
C 0.1822 -2.1127 -5.3644
C 0.9022 -3.4135 -4.6887
C -2.2123 0.7944 -3.1223
C -2.8343 2.3802 -3.4727
C -4.5376 2.4755 -3.4622
O -3.5656 3.0761 -2.3268
C 0.0653 1.2203 -4.6449
Br 2.0454 1.6247 -4.4799
C -0.4379 1.3443 -5.9649
C -1.9409 0.9805 -6.3090
Br 0.7280 1.9385 -7.4983
C 1.1986 2.1608 -0.3039
N 1.2714 0.7385 0.1439
C 2.6730 0.3302 0.5193
C 3.3897 -0.2267 -0.7983
C 4.7930 0.3952 -1.2351
C 5.7766 -0.8771 -1.5938
C 5.5808 1.2970 -0.1688
C 7.0693 1.7577 -0.5914
C 7.1026 2.9941 -1.6513
C 7.0503 2.8652 -3.0785
C 7.0850 4.2409 -3.9732
C 7.0032 1.4899 -3.9168
C 0.2323 0.3034 1.1002
C -0.5631 -1.0628 0.7135
C 0.4225 -2.2228 0.1153
F -1.7589 -0.8462 -0.0876
C 1.2427 3.2840 0.8038
F 2.3743 4.1799 0.5171
F 0.1257 4.1520 0.9665
F 1.5673 2.8297 2.1608
H -0.4868 7.6543 0.8572
H 0.8950 6.5818 -3.2263
H 2.5410 6.4251 -2.3974
H 1.7248 4.3686 -3.6683
H 2.4105 4.0982 -1.9890
H -0.4011 3.5810 -3.3316
H -0.6180 4.4404 -1.7227
H -0.8100 -1.3915 -2.4030
H 0.8145 -0.9799 -3.3550
H 0.9229 -1.3093 -5.7286
H -0.3523 -2.5232 -6.3178
H 0.0299 -4.0732 -4.2792
H 1.5038 -3.9316 -5.5208
H 1.5746 -3.0149 -3.8376
H -2.5551 0.6446 -2.0165
H -2.8374 0.0589 -3.7417
H -2.2440 3.0474 -4.3035
H -4.6308 1.3334 -3.4430
H -4.6427 3.1691 -4.3693
H -2.6007 1.9322 -6.1498
H -2.3935 0.0538 -5.8149
H -2.0002 0.7862 -7.4608
H 2.1937 2.2695 -0.9165
H 2.6828 -0.5322 1.3073
H 3.1509 1.2350 1.0373
H 3.5202 -1.3823 -0.6889
H 2.6390 -0.0998 -1.6846
H 4.6711 0.9704 -2.2288
H 5.9768 -1.4426 -0.5935
H 6.7364 -0.5630 -2.1379
H 5.1698 -1.5782 -2.2819
H 4.9647 2.2849 -0.0423
H 5.5736 0.8186 0.8982
H 7.7645 0.9122 -0.9411
H 7.5605 2.1859 0.3796
H 7.2250 4.0791 -1.2411
H 7.5310 4.0076 -5.0219
H 6.0412 4.7162 -4.0313
H 7.8589 4.9337 -3.4498
H 7.3254 1.6931 -5.0009
H 7.7816 0.7512 -3.4630
H 5.9351 1.0291 -3.9359
H -0.5772 1.0848 1.3732
H 0.7663 0.0624 2.1141
H -0.9385 -1.4959 1.7327
H 1.0452 -1.7584 -0.7303
H 1.0898 -2.6078 0.9838
H -0.2663 -3.0809 -0.2216
C -7.0564 -3.7216 -2.8609
O -6.1421 -2.6654 -3.1234
C -5.2760 -2.4074 -2.0162
C -3.8857 -2.9917 -2.2533
O -3.9165 -4.4205 -2.2514
C -3.8558 -4.9605 -3.5646
H -7.5500 -3.9867 -3.7969
H -6.5493 -4.6067 -2.4698
H -7.8153 -3.3848 -2.1476
H -5.7082 -2.7856 -1.0828
H -5.1887 -1.3191 -1.9295
H -3.2315 -2.6863 -1.4300
H -3.4528 -2.6095 -3.1849
H -2.8491 -4.8302 -3.9738
H -4.5887 -4.4937 -4.2287
H -4.0718 -6.0296 -3.5045
C -5.7007 -5.1547 0.3379
O -6.7990 -4.2813 0.5766
C -8.0572 -4.9287 0.3876
C -8.7019 -5.2864 1.7239
O -7.9658 -6.3074 2.3972
C -7.1687 -5.7891 3.4535
H -4.7895 -4.6600 0.6776
H -5.8099 -6.0976 0.8796
H -5.6124 -5.3524 -0.7342
H -7.9510 -5.8158 -0.2476
H -8.7046 -4.2166 -0.1348
H -9.7023 -5.6887 1.5343
H -8.8107 -4.3989 2.3570
H -7.8087 -5.4878 4.2885
H -6.5639 -4.9391 3.1249
H -6.4990 -6.5810 3.7959
C 6.1310 4.2007 4.2192
O 6.2146 2.9526 4.8958
C 5.9443 3.0737 6.2926
C 4.5365 2.5889 6.6278
O 3.5455 3.4575 6.0795
C 2.9466 2.9180 4.9079
H 6.1611 4.0100 3.1455
H 5.2026 4.7265 4.4554
H 6.9889 4.8256 4.4884
H 6.0970 4.1040 6.6343
H 6.6678 2.4366 6.8117
H 4.4086 2.6073 7.7149
H 4.3853 1.5581 6.2888
H 2.2883 2.0863 5.1775
H 3.6974 2.5783 4.1888
H 2.3458 3.7000 4.4398
C 1.2962 6.0079 6.2448
O 0.1982 6.8803 6.4843
C -1.0596 6.2342 6.2895
C -1.7080 5.8712 7.6226
O -0.9742 4.8470 8.2940
C -0.1800 5.3610 9.3546
H 2.2063 6.5010 6.5886
H 1.1861 5.0630 6.7821
H 1.3867 5.8147 5.1708
H -0.9519 5.3497 5.6509
H -1.7053 6.9486 5.7682
H -2.7080 5.4700 7.4286
H -1.8182 6.7561 8.2590
H -0.8223 5.6592 10.1889
H 0.4259 6.2119 9.0310
H 0.4884 4.5675 9.6958
C -0.7953 -7.9267 -0.9578
O -0.4468 -7.1555 0.1848
C -1.4790 -6.2418 0.5570
C -2.2609 -6.7512 1.7650
O -3.0263 -7.9103 1.4353
C -2.4241 -9.1065 1.9113
H -0.0566 -8.7212 -1.0721
H -1.7840 -8.3803 -0.8524
H -0.7717 -7.2948 -1.8518
H -2.1481 -6.0398 -0.2878
H -0.9870 -5.3019 0.8287
H -2.9722 -5.9782 2.0735
H -1.5927 -6.9500 2.6102
H -2.5224 -9.1644 2.9996
H -1.3688 -9.1680 1.6309
H -2.9518 -9.9539 1.4683

Forces on the atoms, in the same order (eV/Å):
C 3.885 -2.686 -4.775
C -5.116 3.531 3.289
C 1.180 -0.564 1.229
C 0.772 1.021 -1.463
C -1.200 0.888 -0.502
C -0.037 0.673 2.257
F 1.763 -0.390 -1.589
O -1.645 1.419 0.144
C 0.287 -3.336 -1.367
C 1.159 0.683 0.017
O 1.096 0.105 0.632
C 0.046 -1.223 -1.238
C -0.887 1.470 -0.080
C -1.500 3.566 0.660
C -1.953 -0.066 0.947
C 6.604 -0.139 -0.379
O -0.362 -2.714 -4.805
C -0.319 1.178 -2.931
Br -1.749 -0.614 0.235
C 0.043 -0.918 2.941
C -0.166 0.927 -1.900
Br -1.484 -0.697 1.564
C 1.164 -1.276 -2.069
N -0.647 1.078 1.259
C 0.140 -0.285 0.239
C -0.172 -0.339 -0.468
C 1.776 -1.055 -0.580
C -1.130 0.099 0.193
C -0.935 0.991 0.210
C 0.402 1.383 0.357
C -0.028 -0.823 -2.737
C 0.047 0.845 1.888
C 1.041 -1.044 0.775
C 0.300 0.478 0.537
C -0.898 -0.819 1.366
C 1.001 -0.807 1.605
C -1.137 0.964 0.293
F 2.002 -0.250 0.740
C 1.081 2.990 2.295
F -2.727 -2.149 0.560
F 2.721 -2.664 -0.573
F -1.078 0.627 -3.631
H 1.714 -1.430 -1.869
H 0.350 -0.562 1.798
H -2.037 -0.502 0.106
H -0.353 0.025 2.154
H -1.606 0.258 -0.486
H 0.889 -0.093 1.999
H 1.316 -1.545 -0.722
H 0.735 0.785 -1.354
H -1.914 -0.018 0.428
H -0.914 -1.174 0.777
H 0.734 0.947 1.717
H 1.844 1.013 -0.704
H -0.868 0.662 1.514
H -0.964 -1.108 -1.316
H 1.143 0.196 -1.869
H 1.602 0.978 0.592
H -1.495 -1.499 2.519
H -1.142 2.105 0.393
H -0.819 -1.069 1.856
H 1.079 -1.833 -0.127
H 1.091 1.523 -0.399
H 0.185 0.324 2.095
H -1.738 0.168 1.304
H -0.417 1.682 -1.399
H -0.137 -1.399 -0.895
H -0.185 2.046 -0.056
H 1.285 -0.114 1.603
H 0.095 -0.602 1.716
H -0.091 0.955 -1.835
H -1.500 -0.601 1.049
H 1.092 0.963 1.001
H 1.108 -1.602 -0.119
H 0.190 0.560 -2.010
H -1.279 1.173 0.431
H -0.856 -0.834 -1.709
H -0.378 -2.188 -0.658
H -1.064 0.443 1.763
H 1.690 -0.657 -0.050
H -1.635 -0.914 -0.928
H -0.534 -0.254 1.662
H -1.584 1.158 -0.795
H 1.968 0.700 0.092
H 1.439 -1.037 -0.811
H -1.093 0.271 -1.644
H 0.311 0.937 -1.854
H -0.903 -1.011 1.201
H -1.072 0.768 -1.535
H 1.269 1.250 0.271
C -0.017 0.245 -0.113
O 0.051 -0.308 0.211
C 0.210 0.117 -0.403
C -0.249 -0.102 0.504
O 0.005 0.153 -0.462
C 0.005 -0.110 0.172
H 0.070 0.105 0.001
H -0.025 0.025 0.011
H 0.009 -0.125 0.040
H 0.051 -0.019 -0.109
H 0.044 -0.008 0.050
H -0.016 0.072 -0.008
H -0.070 -0.053 -0.017
H -0.011 0.024 -0.135
H 0.057 0.030 0.025
H 0.037 0.090 0.099
C -0.070 -0.069 -0.001
O -0.107 -0.341 0.000
C 0.032 0.480 0.376
C 0.114 -0.520 -0.301
O 0.089 0.436 0.041
C -0.007 -0.194 -0.043
H -0.083 0.088 -0.066
H -0.018 0.013 0.012
H 0.142 -0.092 0.127
H 0.018 0.005 0.135
H -0.054 -0.048 0.021
H -0.003 0.046 -0.023
H 0.098 -0.012 -0.087
H 0.060 0.097 0.051
H -0.057 0.000 0.006
H -0.128 0.003 -0.092
C 0.083 -0.154 -0.008
O -0.188 0.346 0.154
C -0.080 -0.544 -0.251
C 0.038 0.617 0.156
O 0.197 -0.339 -0.204
C -0.086 0.200 0.057
H 0.025 -0.088 0.078
H 0.020 0.001 0.022
H -0.057 0.104 -0.021
H -0.119 -0.059 -0.051
H -0.030 0.024 0.039
H 0.045 -0.035 0.000
H 0.073 0.085 -0.066
H -0.009 -0.076 -0.096
H -0.017 -0.009 0.041
H 0.084 -0.061 0.134
C -0.028 0.133 0.018
O -0.087 -0.396 -0.012
C 0.049 0.492 0.348
C 0.103 -0.506 -0.331
O 0.097 0.420 0.066
C -0.012 -0.184 -0.058
H -0.106 0.037 -0.025
H 0.015 0.003 -0.051
H 0.055 -0.096 0.010
H 0.008 0.007 0.138
H -0.041 -0.049 0.007
H -0.004 0.044 -0.019
H 0.101 -0.015 -0.080
H 0.057 0.094 0.056
H -0.058 -0.008 0.007
H -0.127 0.006 -0.088
C 0.150 0.081 0.089
O -0.374 -0.070 -0.146
C 0.315 -0.163 0.373
C -0.355 0.057 -0.478
O 0.409 -0.014 0.117
C -0.170 0.002 -0.088
H 0.024 0.104 0.074
H -0.012 0.045 -0.010
H -0.089 -0.063 -0.066
H -0.030 -0.062 0.091
H -0.047 0.021 0.022
H 0.037 0.031 0.007
H 0.034 -0.021 -0.117
H 0.100 -0.064 0.033
H -0.025 0.038 0.042
H -0.033 0.152 0.023